Entry 1:
Below is a structure of composition C24H32NOPPdS2Si, with properties calculated with ωB97M-V/def2-TZVPD.

Each line ends with the Mulliken charge.
Geometry (Å):
Pd: 0.29594 0.37617 0.29022  0.209
C: 6.57678 0.90469 0.86281  -1.525
C: 5.09297 0.79823 0.71688  1.121
C: 4.50397 0.00667 -0.26663  -0.813
C: 3.13175 -0.05895 -0.36662  -0.648
N: 2.32145 0.61891 0.46121  0.091
C: 2.87195 1.37961 1.42084  -0.341
C: 4.23428 1.48980 1.57282  -0.789
H: 7.09924 0.37381 0.07086  0.387
H: 6.88920 0.48809 1.82187  0.359
H: 6.88701 1.95029 0.85038  0.367
H: 5.11102 -0.55974 -0.95978  0.421
H: 2.65578 -0.66701 -1.12573  0.497
H: 2.19007 1.91662 2.06668  0.554
H: 4.62786 2.11775 2.36117  0.493
C: 0.07696 -2.14738 1.52990  -0.792
Si: -1.50830 -1.33072 2.11539  0.537
C: -2.88121 -2.45580 2.59759  -1.005
C: -1.17429 -0.03750 3.40043  -0.853
H: 0.46421 -2.76517 2.34684  0.424
H: 0.93501 -1.48076 1.30671  -0.031
H: -0.08089 -2.79660 0.66851  0.430
H: -2.68795 -2.84288 3.60140  0.359
H: -3.00211 -3.30244 1.92180  0.359
H: -3.81946 -1.90117 2.62635  0.303
H: -0.78700 -0.55794 4.28313  0.485
H: -2.09547 0.46365 3.70156  0.278
H: -0.43625 0.71426 3.12270  0.204
C: -0.26413 1.99257 -2.47300  -1.415
P: 0.09039 2.36285 -0.74691  1.279
C: -1.22433 3.35616 -0.04520  0.438
C: -1.54958 3.24294 1.30358  0.084
C: -2.49729 4.08989 1.85830  -0.830
C: -3.12367 5.04141 1.06487  -0.576
C: -2.80120 5.15363 -0.28143  -0.741
C: -1.84671 4.31893 -0.83951  -0.550
C: 1.58689 3.34235 -0.66119  1.037
C: 2.63763 3.11226 -1.55080  -0.670
C: 3.79675 3.86308 -1.45360  -0.786
C: 3.91252 4.84085 -0.47194  -0.595
C: 2.86698 5.07656 0.40975  -0.768
C: 1.70207 4.33067 0.31867  -0.473
H: -0.29104 2.91040 -3.06138  0.519
H: -1.23054 1.49061 -2.52264  0.311
H: 0.50453 1.33698 -2.87996  0.504
H: -1.06846 2.49565 1.91887  0.177
H: -2.74230 4.01060 2.90948  0.464
H: -3.86338 5.70288 1.49618  0.444
H: -3.29071 5.89646 -0.89626  0.454
H: -1.60000 4.42359 -1.88820  0.362
H: 2.55467 2.36149 -2.32714  0.351
H: 4.60430 3.69809 -2.15440  0.472
H: 4.81512 5.43406 -0.40756  0.469
H: 2.95185 5.85293 1.15803  0.474
H: 0.87925 4.53559 0.99151  0.402
C: -5.03342 1.37710 1.73626  -0.891
O: -3.79166 0.66888 1.48387  -0.081
C: -3.32900 0.69437 0.25280  0.409
S: -3.90796 1.43847 -1.05078  -0.031
S: -1.90998 -0.40517 0.11137  -0.326
H: -5.23716 1.22398 2.79028  0.280
H: -5.82144 0.95466 1.11668  0.372
H: -4.89913 2.43134 1.50401  0.349

The value obtained for the lowest unoccupied orbital energy is -7.29 eV. Its multiplicity is 1. Its electronic energy is -71250.157 eV. The net charge is +2. For the HOMO energy, the calculation gives -14.47 eV. The relative energy (zero: lowest compared OMol25 entry of this formula, charge and spin) comes out at 0.00 kcal/mol.



Entry 2:
Below is a cluster of 10 separate species, C34H74O17S10 in total at a distorted geometry, with properties calculated with ωB97M-V/def2-TZVPD.

Each line ends with the Mulliken charge.
Geometry (Å):
C: 4.05833 4.71752 -0.76362  -1.267
S: 3.64957 2.97084 -0.66105  1.176
O: 4.43894 2.22424 -1.69613  -0.775
C: 4.44452 2.65818 0.83937  -1.096
H: 3.71714 5.08570 -1.75324  0.307
H: 5.19243 4.75503 -0.73603  0.420
H: 3.71242 5.24415 0.12053  0.373
H: 5.53496 2.64529 0.72107  0.426
H: 4.06701 1.71359 1.30403  -0.062
H: 4.21242 3.46741 1.51257  0.486
C: 2.03916 1.87467 -3.90655  -0.633
S: 1.80498 0.13142 -4.10598  1.159
O: 0.35225 0.07392 -4.58514  -0.833
C: 2.88797 0.12625 -5.50149  -1.349
H: 1.22460 2.25709 -3.26507  -0.117
H: 1.96007 2.44065 -4.82226  0.590
H: 3.01735 2.08207 -3.41379  0.143
H: 3.83795 0.58037 -5.27329  0.401
H: 2.42458 0.67232 -6.29751  0.538
H: 3.04043 -0.95553 -5.87984  0.290
C: -1.94844 1.93449 4.56067  -0.692
S: -2.53528 3.46638 3.86990  0.657
O: -3.59858 4.04896 4.77671  -0.714
C: -0.95015 4.26462 4.14050  -0.836
H: -2.58485 1.06648 4.37881  0.159
H: -1.80401 2.02547 5.69871  0.452
H: -0.96333 1.64050 4.24189  0.109
H: -1.12813 5.33522 3.84997  0.338
H: -0.28870 3.76935 3.45570  0.167
H: -0.70189 4.14120 5.21513  0.351
C: -1.26771 -2.24989 -3.00138  0.977
C: -1.10322 -3.18800 -4.24003  -1.061
C: -1.69059 -4.50530 -3.89291  -0.914
S: -3.06341 -4.02645 -2.91195  1.229
O: -3.10168 -4.67245 -1.66214  -0.658
O: -4.25107 -4.10877 -3.72553  -0.746
C: -2.75041 -2.32497 -2.72778  0.706
H: -0.83153 -1.25504 -3.14976  -0.286
H: -0.70499 -2.71904 -2.15047  -0.364
H: -0.04951 -3.39444 -4.38793  0.352
H: -1.52774 -2.75790 -5.11461  0.478
H: -1.06144 -5.11875 -3.24256  0.356
H: -1.98956 -5.03288 -4.74631  0.569
H: -3.13436 -1.99621 -1.75741  -1.149
H: -3.22901 -1.77875 -3.52866  0.497
C: 5.06703 -1.44502 -0.66341  -0.215
C: 6.05247 -1.40563 -1.86901  -0.871
C: 5.19215 -1.87196 -3.05360  0.066
S: 4.41340 -3.29955 -2.44082  1.024
O: 5.23047 -4.50569 -2.74030  -0.757
O: 3.02042 -3.28481 -2.77693  -0.516
C: 4.46860 -2.84307 -0.74047  -0.271
H: 4.37678 -0.63726 -0.61371  -0.029
H: 5.50867 -1.45151 0.32272  0.444
H: 6.80735 -2.15525 -1.70121  0.432
H: 6.48442 -0.34736 -1.83136  0.286
H: 5.73767 -2.10166 -4.02172  0.491
H: 4.37089 -1.21322 -3.23037  -0.376
H: 5.02483 -3.60601 -0.14969  0.485
H: 3.47796 -2.87498 -0.27645  -0.084
C: -2.45235 5.07787 -2.39536  -0.744
C: -2.31506 6.41391 -1.61938  -0.633
C: -0.89399 6.51411 -1.14130  -0.934
S: -0.14603 4.84491 -1.17351  1.396
O: 0.34444 4.52490 0.11840  -0.595
O: 0.77175 4.68934 -2.28506  -0.719
C: -1.74370 4.02515 -1.49268  -0.203
H: -1.90889 5.13906 -3.32878  0.411
H: -3.58252 4.84121 -2.47743  0.255
H: -3.00231 6.32761 -0.82660  0.309
H: -2.71340 7.27241 -2.23169  0.355
H: -0.70674 6.96149 -0.15517  0.382
H: -0.26625 7.13436 -1.78877  0.380
H: -2.19464 3.79797 -0.48588  0.215
H: -1.48631 3.14532 -2.02550  0.221
C: 0.20016 1.39474 0.08252  0.416
C: -0.13940 0.33124 -1.03290  -0.393
C: 0.87943 -0.74654 -0.91781  0.628
S: 1.27853 -0.90391 0.76220  1.013
O: 2.72110 -0.71207 0.98641  -0.332
O: 0.73538 -2.16144 1.19951  -0.769
C: 0.37701 0.47297 1.30804  0.208
H: -0.56687 2.13304 0.27460  0.477
H: 1.15646 1.89480 -0.12960  -0.783
H: 0.00879 0.67233 -2.01920  1.093
H: -1.14178 -0.05913 -0.83645  -0.880
H: 1.83858 -0.39227 -1.36578  -0.572
H: 0.60023 -1.69368 -1.27623  -0.191
H: 0.74394 0.88776 2.25922  0.891
H: -0.59466 0.05532 1.52843  -1.048
C: -2.64313 -3.92286 3.75516  -1.108
C: -1.60341 -3.53372 2.64109  0.574
C: -2.21708 -2.31968 1.93307  0.896
S: -3.93486 -2.34533 2.15277  1.185
O: -4.62336 -2.29520 0.86759  -0.737
O: -4.34927 -1.47551 3.23036  -0.796
C: -3.98652 -4.00422 2.90248  -0.824
H: -2.83352 -3.16196 4.43297  0.390
H: -2.55641 -4.86747 4.21392  0.548
H: -1.42058 -4.34608 1.88678  0.390
H: -0.68652 -3.18628 3.05416  -0.863
H: -1.99353 -2.46139 0.85748  -0.125
H: -1.67548 -1.41426 2.31327  -0.866
H: -3.94344 -4.78580 2.14635  0.386
H: -4.87359 -4.03689 3.55200  0.488
C: -6.65659 1.30721 0.52539  -0.795
C: -6.33970 0.26283 -0.63138  -0.757
C: -4.77705 0.26114 -0.90346  0.303
S: -4.17016 1.21930 0.40110  0.847
O: -4.14209 2.57934 -0.04411  -0.753
O: -2.90105 0.75047 0.92869  0.035
C: -5.49452 1.11309 1.52255  -0.335
H: -7.58820 1.11705 1.05975  0.466
H: -6.61014 2.39021 0.21554  0.236
H: -6.79284 0.36160 -1.59977  0.420
H: -6.48329 -0.78286 -0.29776  0.293
H: -4.50332 0.89873 -1.75548  0.814
H: -4.26547 -0.71513 -0.92150  -1.068
H: -5.45234 1.81987 2.34499  0.540
H: -5.40286 0.10318 1.91848  -0.027
C: 3.99661 -2.68912 3.20939  0.505
C: 3.27359 -3.98101 3.61513  -0.888
C: 1.82977 -3.52612 4.02910  0.117
S: 2.04505 -1.83161 4.70039  0.982
O: 1.96563 -1.99926 6.15461  -0.758
O: 1.21258 -0.87928 4.00556  -0.440
C: 3.73415 -1.63113 4.27211  -0.789
H: 3.81846 -2.35920 2.22971  -0.721
H: 5.08927 -2.85967 3.25522  0.498
H: 3.69690 -4.35521 4.53432  0.343
H: 3.23417 -4.70595 2.81873  0.439
H: 1.41222 -4.14985 4.84344  0.557
H: 1.10814 -3.46980 3.18031  -0.437
H: 4.27737 -1.58876 5.18669  0.502
H: 3.83494 -0.67218 3.74978  0.209

The value obtained for the lowest unoccupied orbital energy is 0.12 eV. Its multiplicity is 1. Its electronic energy is -179611.374 eV. For the HOMO energy, the calculation gives -8.80 eV. The relative energy (zero: lowest compared OMol25 entry of this formula, charge and spin) comes out at 20.95 kcal/mol.



Entry 3:
Below is a cluster of 2 separate species, C4H10NP in total at a distorted geometry, with properties calculated with ωB97M-V/def2-TZVPD.

Each line ends with the Mulliken spin population.
Geometry (Å):
C: 0.82148 -1.80075 -0.62899  -0.064
C: -0.35669 -1.46978 0.33688  0.035
C: -1.71690 2.32617 -1.51606  0.924
C: 0.85233 0.68988 1.66845  0.108
N: 1.55291 -0.52603 -0.68579  0.701
P: 0.25232 0.20087 0.03330  0.132
H: 1.58295 -2.66620 -0.35027  0.059
H: 0.37458 -2.22382 -1.62247  0.054
H: -1.40918 -1.85103 0.11832  -0.003
H: 0.04710 -1.85668 1.34792  0.003
H: -0.68660 2.68531 -1.28729  0.016
H: -1.65962 1.81834 -2.48470  0.021
H: -2.68387 2.41874 -1.00129  0.025
H: 1.41643 -0.15712 2.22308  0.002
H: 1.65340 1.50623 1.67384  -0.004
H: -0.04064 0.90585 2.17506  -0.009

As for the expectation value of S²: 2.0115. The value obtained for the lowest unoccupied orbital energy (alpha / beta) is 1.04 / -0.88 eV. Its multiplicity is 3. Its electronic energy is -15083.550 eV. For the HOMO energy (alpha / beta), the calculation gives -7.56 / -9.09 eV. The relative energy (zero: lowest compared OMol25 entry of this formula, charge and spin) comes out at 49.93 kcal/mol.



Entry 4:
Below is a cluster of 10 separate species, C30H80O30S10 in total at a distorted geometry, with properties calculated with ωB97M-V/def2-TZVPD.

Each line ends with the Mulliken charge.
Geometry (Å):
C: 1.08476 -10.89005 4.47142  -1.142
C: 1.81487 -9.68388 5.16756  -0.334
O: 3.24381 -9.72293 5.02737  -0.332
S: 3.92428 -8.60713 4.01304  1.118
C: 3.86186 -7.25157 5.28328  -0.840
O: 5.35442 -8.91086 3.70797  -0.588
O: 2.95202 -8.32863 2.98970  -0.559
H: 1.16228 -10.86147 3.38456  0.295
H: 0.09564 -11.09030 4.88332  0.349
H: 1.79517 -11.67347 4.73537  0.295
H: 1.42859 -8.71064 4.86475  0.381
H: 1.51576 -9.76647 6.21246  0.400
H: 4.59425 -7.42633 6.07143  0.324
H: 2.92958 -7.32846 5.84277  0.294
H: 4.08288 -6.29284 4.81415  0.340
C: -2.83403 -3.75870 7.88589  -1.295
C: -3.93341 -3.22296 8.77676  -0.045
O: -3.48081 -1.98101 9.30221  -0.275
S: -4.54434 -1.12101 10.20967  1.108
C: -5.39820 -0.25593 8.77988  -0.880
O: -5.50050 -2.00360 10.85636  -0.575
O: -3.73787 -0.05139 10.83426  -0.600
H: -1.86572 -3.99944 8.32466  0.317
H: -2.55030 -3.04924 7.10854  0.327
H: -3.20096 -4.66727 7.40844  0.372
H: -4.88363 -3.07746 8.26293  0.312
H: -4.06776 -3.94816 9.57934  0.266
H: -5.94964 -1.11523 8.39826  0.309
H: -4.66323 0.20623 8.12085  0.289
H: -6.17441 0.41966 9.13929  0.370
C: 8.41809 0.04699 0.55543  -1.072
C: 9.46398 -0.91015 -0.12654  -0.236
O: 10.34767 -1.41745 0.80209  -0.350
S: 11.06543 -2.93347 0.56362  1.174
C: 9.85183 -3.95699 1.49198  -0.811
O: 10.92044 -3.39809 -0.83936  -0.606
O: 12.30005 -2.88010 1.28529  -0.577
H: 8.14372 -0.48841 1.46437  0.290
H: 7.51139 0.23891 -0.01831  0.343
H: 8.85850 0.98672 0.88865  0.295
H: 8.98854 -1.77123 -0.59623  0.363
H: 10.02958 -0.34096 -0.86426  0.289
H: 10.25728 -4.29284 2.44640  0.330
H: 9.53078 -4.82483 0.91589  0.322
H: 8.97592 -3.36398 1.75508  0.247
C: -1.97890 7.93698 -3.17611  -1.230
C: -2.55764 8.42899 -4.43497  -0.057
O: -3.85315 8.90542 -4.23337  -0.333
S: -4.62360 9.79754 -5.45695  1.101
C: -3.90657 11.38384 -4.93690  -0.864
O: -4.05362 9.44789 -6.73785  -0.583
O: -6.05134 9.74054 -5.26714  -0.577
H: -0.93669 7.61833 -3.19510  0.354
H: -2.56396 7.07856 -2.84608  0.292
H: -2.15454 8.64200 -2.36358  0.311
H: -1.92111 9.11129 -4.99835  0.367
H: -2.66088 7.55822 -5.08243  0.228
H: -2.82311 11.34284 -5.04886  0.318
H: -4.32423 11.64935 -3.96573  0.320
H: -4.39331 12.02745 -5.66966  0.353
C: 0.80652 10.32904 4.13355  -1.157
C: 1.62313 10.89670 2.97640  -0.163
O: 0.61850 11.57979 2.21445  -0.290
S: 1.01334 12.40457 0.81484  1.121
C: 1.37014 14.09821 1.44904  -0.834
O: 2.24806 11.79638 0.29059  -0.623
O: -0.20006 12.44731 -0.01681  -0.594
H: 1.53967 10.09944 4.90677  0.367
H: 0.35047 9.39881 3.79473  0.293
H: -0.00067 10.91630 4.57134  0.318
H: 2.40031 11.61384 3.24057  0.324
H: 2.19087 10.11167 2.47689  0.292
H: 1.78694 13.99689 2.45109  0.302
H: 0.41116 14.61505 1.48574  0.310
H: 2.11972 14.57434 0.81696  0.334
C: 0.74608 2.46953 1.58832  -1.173
C: 0.76058 1.01441 2.16926  -0.118
O: 1.81004 0.29345 1.43255  -0.293
S: 2.02678 -1.32616 1.83535  1.096
C: 0.70544 -2.11986 0.83479  -0.794
O: 3.31511 -1.79452 1.42678  -0.564
O: 1.64127 -1.49136 3.26232  -0.627
H: 1.79952 2.74762 1.62028  0.337
H: 0.23088 3.17135 2.24415  0.361
H: 0.49296 2.52279 0.52945  0.285
H: 0.91070 0.95984 3.24749  0.324
H: -0.15468 0.49054 1.89365  0.246
H: 0.61908 -3.17764 1.08325  0.356
H: 1.09208 -1.95284 -0.17056  0.312
H: -0.21563 -1.56577 1.01565  0.253
C: -4.29457 0.48367 -3.13039  -1.037
C: -3.96411 1.17492 -1.85276  -0.322
O: -4.17866 0.32294 -0.71451  -0.314
S: -5.12532 0.92118 0.48616  1.094
C: -6.80096 0.80363 -0.32959  -0.828
O: -5.12633 -0.01474 1.60531  -0.574
O: -4.72250 2.31113 0.70939  -0.592
H: -5.37831 0.41555 -3.22494  0.233
H: -3.82554 -0.47076 -3.36949  0.307
H: -3.94165 1.08404 -3.96891  0.360
H: -2.94389 1.55087 -1.77610  0.358
H: -4.56880 2.08070 -1.80786  0.376
H: -7.48935 1.31942 0.33987  0.357
H: -7.07522 -0.25058 -0.36871  0.304
H: -6.83582 1.21868 -1.33688  0.276
C: 5.27405 -3.72231 -5.57579  -1.303
C: 4.14655 -4.67346 -5.64071  -0.060
O: 3.01229 -4.05167 -6.27696  -0.284
S: 1.67145 -5.04309 -6.39743  1.128
C: 2.24177 -6.19809 -7.77566  -0.944
O: 1.55101 -5.80848 -5.16975  -0.593
O: 0.60100 -4.18254 -6.97899  -0.588
H: 6.22438 -4.10330 -5.20188  0.368
H: 5.01844 -2.82756 -5.00816  0.305
H: 5.37782 -3.35649 -6.59731  0.309
H: 4.50707 -5.53960 -6.19562  0.266
H: 3.77778 -4.97513 -4.66034  0.360
H: 1.33698 -6.67874 -8.14774  0.389
H: 2.88190 -6.98033 -7.36770  0.334
H: 2.66775 -5.48738 -8.48385  0.314
C: 1.53061 2.10174 -5.40912  -1.201
C: 1.10134 2.20104 -6.89445  -0.201
O: -0.06721 2.97385 -7.01291  -0.308
S: -0.57742 3.05218 -8.63839  1.137
C: -0.10133 4.81803 -8.84109  -0.863
O: 0.27180 2.25459 -9.53699  -0.573
O: -2.01121 3.06440 -8.72266  -0.597
H: 1.58834 3.06026 -4.89338  0.314
H: 2.48849 1.58794 -5.32810  0.365
H: 0.80160 1.46906 -4.90279  0.295
H: 1.90093 2.63173 -7.49718  0.325
H: 0.84125 1.26086 -7.38079  0.369
H: 0.57903 5.13987 -8.05265  0.297
H: -1.06675 5.30531 -8.70467  0.333
H: 0.26598 5.01686 -9.84789  0.308
C: -7.13574 -8.07856 3.09157  -1.066
C: -7.03670 -7.19090 1.82178  -0.260
O: -6.18477 -7.87514 0.89769  -0.307
S: -4.60992 -7.39597 0.70505  1.130
C: -4.81081 -6.10493 -0.53379  -0.890
O: -4.02262 -6.78003 1.89127  -0.578
O: -3.93401 -8.59240 0.16024  -0.618
H: -6.21354 -8.21884 3.65544  0.307
H: -7.58907 -9.00891 2.74946  0.281
H: -7.83223 -7.61284 3.78876  0.364
H: -8.03693 -7.06057 1.40868  0.344
H: -6.63763 -6.22809 2.14090  0.296
H: -3.89380 -5.96153 -1.10530  0.369
H: -4.99105 -5.22584 0.08495  0.312
H: -5.61018 -6.23889 -1.26260  0.317

The value obtained for the lowest unoccupied orbital energy is -0.15 eV. Its multiplicity is 1. Its SMILES is CCOS(C)(=O)=O.CCOS(C)(=O)=O.CCOS(C)(=O)=O.CCOS(C)(=O)=O.CCOS(C)(=O)=O.CCOS(C)(=O)=O.CCOS(C)(=O)=O.CCOS(C)(=O)=O.CCOS(C)(=O)=O.CCOS(C)(=O)=O. Its electronic energy is -202174.023 eV. For the HOMO energy, the calculation gives -10.91 eV. The relative energy (zero: lowest compared OMol25 entry of this formula, charge and spin) comes out at 165.22 kcal/mol.



Which formula does entry 4 have? C30H80O30S10



Which of these has the highest electronic energy? C4H10NP